Record 1
Here is a molecular structure, C17H38N4O2P2PtSSe2 from OMol25. Energies are from wB97M-V/def2-TZVPD.

Last column: natural (NBO) charge in e.
CARTESIAN COORDINATES (ANGSTROEM)
Pt  -0.250273  -1.036618  0.637358  0.50
O  1.333279  4.595141  2.878705  -0.73
C  2.108288  3.413251  2.942890  -0.05
C  1.528550  2.413044  1.926136  -0.14
C  1.577938  3.086552  0.556159  -0.06
O  1.426449  2.111150  -0.440411  -0.77
C  2.414622  1.164395  2.039841  -0.54
Se  2.137723  -0.435052  0.931412  -0.07
C  0.105661  2.125306  2.398540  -0.57
Se  -1.170268  1.130117  1.312927  0.10
H  1.706174  5.260211  3.465673  0.49
H  2.082583  2.977347  3.949345  0.17
H  3.154365  3.611766  2.685236  0.18
H  2.538756  3.606726  0.448468  0.17
H  0.791082  3.845048  0.517259  0.19
H  1.014454  2.433461  -1.250406  0.50
H  2.424971  0.841141  3.081435  0.21
H  3.443356  1.418738  1.774317  0.25
H  -0.433644  3.074077  2.474211  0.27
H  0.133500  1.705519  3.398939  0.21
C  -3.809743  -0.580572  -0.038109  -0.97
P  -2.553293  -1.732405  0.550335  1.09
C  -2.851180  -3.268993  -0.354028  -0.97
C  -2.955434  -2.078178  2.296403  -0.75
C  -1.767022  -2.776168  2.950685  -0.77
P  -0.232776  -1.796716  2.766421  1.30
C  -0.217026  -0.663290  4.160940  -1.00
C  1.092788  -2.951181  3.195956  -0.99
H  -4.790159  -1.047000  0.070301  0.26
H  -3.632811  -0.345486  -1.086681  0.28
H  -3.779017  0.338598  0.543862  0.27
H  -3.892354  -3.569712  -0.229423  0.26
H  -2.194478  -4.064750  -0.005416  0.25
H  -2.643633  -3.108292  -1.411217  0.27
H  -3.856377  -2.690678  2.360708  0.27
H  -3.166009  -1.121009  2.779549  0.26
H  -1.590073  -3.754388  2.492866  0.24
H  -1.931535  -2.952436  4.015980  0.27
H  -0.328019  -1.261211  5.067447  0.27
H  -1.021800  0.064436  4.091301  0.28
H  0.744978  -0.156945  4.196048  0.26
H  0.868935  -3.373978  4.178087  0.27
H  2.034168  -2.408825  3.227880  0.29
H  1.191283  -3.777654  2.494741  0.24
N  0.329419  -3.566788  -1.302862  -0.66
N  0.659122  -3.014861  -0.021148  -0.66
H  1.087266  -4.164566  -1.616447  0.37
H  0.227062  -2.783572  -1.940746  0.38
H  1.663692  -2.860165  0.085777  0.39
H  0.401290  -3.727361  0.653228  0.38
C  0.512419  -0.309429  -6.667077  -0.67
C  0.454689  0.479892  -5.406157  0.34
C  0.791177  1.802570  -5.280929  -0.31
C  0.681728  2.398029  -4.022635  0.37
N  0.249781  1.717822  -2.951814  -0.50
C  -0.056369  0.444855  -3.061619  0.36
S  -0.740012  -0.592728  -1.844753  -0.31
N  0.052937  -0.157796  -4.283314  -0.51
C  1.032941  3.826675  -3.796019  -0.67
H  0.711028  0.340164  -7.514505  0.26
H  -0.428789  -0.833347  -6.839282  0.25
H  1.310393  -1.052323  -6.607426  0.26
H  1.124605  2.365808  -6.139201  0.26
H  -0.217762  -1.132467  -4.336841  0.44
H  1.303966  4.333534  -4.717928  0.24
H  1.871838  3.879997  -3.098603  0.26
H  0.190601  4.341572  -3.332366  0.26

Cartesian forces (eV/Å) of the 3 atoms listed first:
Pt -0.3 0.0 -0.1
O 0.0 0.0 0.0
C 0.0 0.0 0.0

Calculated values
Total charge   +2
HOMO level   -12.913 eV
Orbital gap   0.2502 hartree

Record 2
Here is a molecular structure, C3H5F in a non-equilibrium geometry from OMol25. Energies are from wB97M-V/def2-TZVPD.

Last column: natural (NBO) charge in e.
CARTESIAN COORDINATES (ANGSTROEM)
C  0.749926  -1.608896  -0.532110  -0.36
C  -0.229093  -0.156335  0.454258  0.45
C  -0.290942  1.230033  0.055619  -0.75
F  -1.336527  -0.550038  1.065674  -0.35
H  0.825115  -2.500724  -0.099118  0.15
H  1.496434  -0.990345  -0.855804  0.14
H  -1.269303  1.274760  -0.550191  0.23
H  -0.451776  1.763073  1.004512  0.24
H  0.506164  1.538476  -0.542840  0.24

Cartesian forces (eV/Å) of the 3 atoms listed first:
C -4.9 7.2 1.7
C 2.8 -5.7 -2.3
C -3.1 -0.3 0.0

Calculated values
Total charge   0
HOMO level (alpha / beta)   -7.834 / -9.027 eV
Orbital gap (alpha / beta)   0.2877 / 0.3506 hartree

Record 3
Here is a molecular structure, C2H7N5O in a non-equilibrium geometry from OMol25. Energies are from wB97M-V/def2-TZVPD.

Last column: natural (NBO) charge in e.
CARTESIAN COORDINATES (ANGSTROEM)
C  -0.014805  0.180886  -1.010926  0.22
C  -0.230211  -1.053220  1.112642  0.51
H  -0.311589  2.735959  -2.838072  0.35
H  1.202038  2.399316  -2.731653  0.34
H  0.502761  -0.222805  -2.039074  0.21
H  -0.319273  -1.645686  -0.699839  0.40
H  -0.669010  -2.852572  0.780892  0.33
H  0.106523  0.924731  1.507119  0.39
H  -0.546383  -0.707477  3.033449  0.48
N  0.377307  1.880508  -2.570135  -0.70
N  -0.012303  1.502422  -0.844431  -0.31
N  -0.182204  -0.912105  -0.130110  -0.59
N  -0.547858  -2.230036  1.703786  -0.75
N  0.514309  -0.038395  1.689465  -0.31
O  0.130698  0.038474  3.036887  -0.57

Cartesian forces (eV/Å) of the 3 atoms listed first:
C 3.0 1.9 -1.8
C 1.2 -3.7 5.9
H 1.3 -2.7 1.2

Calculated values
Total charge   0
HOMO level   -9.530 eV
Orbital gap   0.3595 hartree

Record 4
Here is a molecular structure, C44H36Br2N5OPTi in a non-equilibrium geometry from OMol25. Energies are from wB97M-V/def2-TZVPD.

Last column: Löwdin charge in e.
CARTESIAN COORDINATES (ANGSTROEM)
Ti  0.747045  1.118744  -0.302216  1.00
N  2.415122  0.663408  1.017170  0.00
C  2.169976  0.896387  2.440854  -0.25
C  3.150382  0.768660  3.374721  0.02
C  2.860365  0.961364  4.743246  -0.02
C  1.588707  1.257176  5.132522  0.01
C  0.555992  1.385423  4.170051  -0.12
C  -0.781985  1.675319  4.516901  0.04
C  -1.728126  1.735268  3.539329  -0.01
C  -1.336442  1.558254  2.204966  -0.11
N  -0.094470  1.355503  1.821046  0.03
C  0.853376  1.217598  2.806861  -0.18
H  2.467459  -0.340584  0.881566  0.08
H  3.317541  1.030966  0.765444  0.10
H  4.164298  0.518110  3.072544  0.13
H  3.650817  0.858487  5.476157  0.13
H  1.349639  1.393929  6.182866  0.14
H  -1.042408  1.835046  5.558990  0.14
H  -2.771812  1.919084  3.766344  0.13
H  -2.088202  1.600219  1.431874  0.11
Br  2.600587  -5.963109  -2.434578  0.85
C  2.440444  -4.111110  -2.211391  -0.69
C  1.572340  -3.391231  -3.017749  -0.08
C  1.433126  -2.022717  -2.825893  -0.02
C  2.146026  -1.390660  -1.820429  -0.27
C  3.038506  -2.106304  -1.043704  -0.04
C  3.195345  -3.468936  -1.244726  -0.11
N  1.969673  0.059684  -1.639700  0.00
C  2.675775  0.719284  -2.459744  -0.02
C  2.394619  2.133025  -2.688750  -0.25
C  3.147240  2.871432  -3.563312  0.04
C  2.714057  4.150236  -3.900850  0.02
C  1.514567  4.577542  -3.378782  0.01
C  0.823758  3.760156  -2.489493  -0.11
N  1.263968  2.564564  -2.098486  0.03
H  1.018483  -3.892771  -3.803128  0.12
H  0.762187  -1.447029  -3.457519  0.12
H  3.661727  -1.613452  -0.302797  0.12
H  3.908278  -4.029642  -0.653142  0.12
H  3.410858  0.209754  -3.078598  0.17
H  4.047173  2.443128  -3.994247  0.14
H  3.283918  4.774143  -4.581485  0.14
H  1.097010  5.540047  -3.648961  0.14
H  -0.118851  4.093653  -2.096715  0.11
O  0.217043  -0.704885  0.283272  -0.43
P  -0.973906  -1.652542  -0.024117  0.91
C  -2.329577  -1.424856  1.101386  -0.30
C  -3.630953  -1.210728  0.644620  -0.06
C  -4.683744  -1.193952  1.554029  -0.04
C  -4.434416  -1.405361  2.903871  -0.04
C  -3.134554  -1.628809  3.357489  -0.05
C  -2.081566  -1.644273  2.460499  -0.08
C  -1.506691  -1.159766  -1.663254  -0.28
C  -2.025592  -2.013773  -2.629037  -0.04
C  -2.352607  -1.523159  -3.890227  -0.02
C  -2.156291  -0.183192  -4.195821  -0.03
C  -1.639389  0.681579  -3.238304  -0.04
C  -1.330517  0.188398  -1.985018  -0.13
C  -0.510473  -3.345616  0.163244  -0.28
C  0.685582  -3.646218  0.811510  -0.08
C  1.005638  -4.968873  1.078420  -0.05
C  0.138557  -5.983438  0.693364  -0.04
C  -1.069373  -5.681267  0.071380  -0.03
C  -1.405606  -4.363589  -0.182148  -0.06
H  -3.826876  -1.061686  -0.413149  0.11
H  -5.698375  -1.034930  1.206339  0.12
H  -5.260561  -1.412796  3.608332  0.12
H  -2.951378  -1.807913  4.410735  0.12
H  -1.072187  -1.845945  2.810054  0.12
H  -2.150110  -3.068496  -2.419642  0.11
H  -2.757506  -2.194560  -4.640507  0.13
H  -2.405524  0.191849  -5.182408  0.13
H  -1.491395  1.728818  -3.472806  0.11
H  -0.991217  0.886981  -1.228820  0.03
H  1.359040  -2.851486  1.109707  0.10
H  1.930215  -5.211011  1.589287  0.12
H  0.397760  -7.017586  0.891890  0.13
H  -1.755316  -6.473633  -0.199481  0.12
H  -2.378474  -4.138838  -0.606208  0.11
Br  2.140113  3.808557  0.754940  0.98
C  0.282517  4.156194  0.581308  -0.69
C  -0.224728  5.350812  1.040220  -0.05
C  -1.577653  5.586750  0.837445  0.01
C  -2.341435  4.633274  0.177564  0.00
C  -1.731178  3.469596  -0.236563  -0.13
N  -0.429053  3.215299  -0.027768  -0.09
H  0.417103  6.073200  1.528623  0.13
H  -2.023952  6.512731  1.179360  0.14
H  -3.395752  4.790759  -0.015063  0.13
H  -2.293726  2.710329  -0.765607  0.12

Cartesian forces (eV/Å) of the 3 atoms listed first:
Ti -0.6 1.2 1.4
N -0.4 -0.1 0.5
C 0.1 -0.1 -0.3

Calculated values
Total charge   +3
HOMO level (alpha / beta)   -15.644 / -15.642 eV
Spin multiplicity   2
Orbital gap (alpha / beta)   0.2544 / 0.2489 hartree

Sequential energy above the lowest of the compared OMol25 structures with the same formula, charge and spin output: 85.3, 474.7, 637.5, 69.1 kJ/mol
Sequential calculated total energy output: -7042.7168, -216.9574, -429.1807, -8385.5012 a.u.